Entry 1:
Here is a structure of composition C28H37N8O2PS3Ti in a non-equilibrium geometry from the Open Molecules 2025 dataset. Energies are from the ωB97M-V functional and the def2-TZVPD basis.

Computed properties:
HOMO level (alpha / beta): -9.78 / -9.79 eV
Energy above the lowest of the compared OMol25 structures with the same formula, charge and spin: 117.62 kJ/mol
LUMO level (alpha / beta): -0.0951 / -0.0917 Ha
⟨S²⟩: 0.753
Orbital gap (alpha / beta): 7.19 / 7.30 eV

ORCA input file:
```
! wB97M-V def2-TZVPD RIJCOSX def2/J DEFGRID3
* xyz 1 2
Ti -0.7144 -1.5412 0.1055
N 0.0042 -2.8118 1.7634
C -0.8056 -4.0291 2.0366
C -1.1291 -4.6758 0.7147
N -1.7557 -3.6870 -0.2078
C -3.2226 -3.5313 0.0805
C -3.6236 -2.0794 0.2120
N -2.6526 -1.4324 1.1263
C -1.5434 -4.1135 -1.6244
C -1.7571 -2.9271 -2.5348
N -0.8435 -1.8685 -2.0408
H 0.9295 -3.0939 1.4504
H 0.1703 -2.2938 2.6109
H -1.7124 -3.7346 2.5523
H -0.2815 -4.7315 2.6713
H -1.7715 -5.5412 0.8595
H -0.2022 -5.0216 0.2611
H -3.4484 -4.0413 1.0171
H -3.8114 -4.0164 -0.6956
H -4.6444 -2.0025 0.5690
H -3.5700 -1.5629 -0.7347
H -2.8367 -1.6903 2.0779
H -2.7674 -0.4295 1.0375
H -2.1934 -4.9473 -1.8822
H -0.5160 -4.4335 -1.7263
H -2.7810 -2.5684 -2.4997
H -1.5415 -3.2052 -3.5584
H -0.9477 -0.9943 -2.5331
H 0.0999 -2.2015 -2.1903
N 5.8333 1.1336 -3.9600
C 5.0753 0.3061 -3.1809
C 3.9553 -0.3535 -3.7238
C 3.1743 -1.1607 -2.9333
C 3.5049 -1.3385 -1.5838
C 4.6090 -0.6913 -1.0303
C 5.3934 0.1101 -1.8262
S 2.3461 -2.0499 -0.5277
O 2.9534 -2.4415 0.7170
O 1.6418 -3.1120 -1.2344
N 1.1659 -0.9244 -0.2673
C 1.2789 -0.0917 0.8612
N 0.1037 -0.0075 1.5171
C 0.0657 0.7743 2.5952
C 1.1748 1.4407 3.0460
C 2.3452 1.2478 2.3341
N 2.4113 0.4827 1.2411
H 5.6248 1.2585 -4.9314
H 6.6623 1.5619 -3.6015
H 3.7098 -0.2166 -4.7735
H 2.3229 -1.6810 -3.3613
H 4.8424 -0.8290 0.0199
H 6.2657 0.6058 -1.4082
H -0.8843 0.8583 3.1083
H 1.1314 2.0834 3.9149
H 3.2730 1.7166 2.6496
S -1.7232 3.5706 -2.4405
P -1.5473 2.7038 -0.7108
S -1.7563 0.6547 -0.9016
C -2.7596 3.3074 0.5133
C -3.2443 2.5306 1.5601
C -4.1622 3.0464 2.4710
C -4.5967 4.3602 2.3438
C -4.1177 5.1478 1.3044
C -3.2116 4.6238 0.3872
C 0.0764 3.1171 -0.0091
C 1.2033 2.6956 -0.7210
C 2.4632 3.1675 -0.3861
C 2.6116 4.0785 0.6540
C 1.4974 4.4985 1.3722
C 0.2285 4.0192 1.0444
H -2.8920 1.5167 1.6741
H -4.5418 2.4241 3.2761
H -5.3127 4.7660 3.0497
H -4.4552 6.1741 1.2022
H -2.8544 5.2256 -0.4418
H 1.0826 2.0060 -1.5480
H 3.3308 2.8375 -0.9485
H 3.5956 4.4744 0.8937
H 1.6088 5.2138 2.1812
H -0.6346 4.3643 1.6012
*
```

Results of the Löwdin charge analysis, in e, for atoms 1 through 6:
1 Ti 0.82
2 N -0.01
3 C -0.18
4 C -0.16
5 N -0.19
6 C -0.14

Entry 2:
Here is a structure of composition C28H38BF14GeN3O4Si3W in a non-equilibrium geometry from the Open Molecules 2025 dataset. Energies are from the ωB97M-V functional and the def2-TZVPD basis.

Computed properties:
HOMO level (alpha / beta): -5.67 / -5.64 eV
Energy above the lowest of the compared OMol25 structures with the same formula, charge and spin: 315.64 kJ/mol
LUMO level (alpha / beta): 0.0344 / 0.0328 Ha
⟨S²⟩: 0.760
Orbital gap (alpha / beta): 6.61 / 6.54 eV

ORCA input file:
```
! wB97M-V def2-TZVPD RIJCOSX def2/J DEFGRID3
* xyz -1 2
W -1.2821 0.0174 0.7837
C -0.3777 0.3162 3.9740
N 0.2155 0.0643 2.6221
C 1.1682 1.1654 2.4221
C 0.3645 2.4046 2.1470
N -0.7795 2.0413 1.3183
C -1.6425 3.0963 1.0272
C -1.2925 4.4563 1.0376
F -0.0194 4.8673 1.2312
C -2.2040 5.4740 0.7960
F -1.7840 6.7456 0.8267
C -3.5165 5.1921 0.4991
F -4.3916 6.1727 0.2516
C -3.9070 3.8639 0.4482
F -5.1658 3.5581 0.1551
C -2.9933 2.8692 0.7132
F -3.4387 1.6087 0.6472
C 0.8815 -1.2409 2.6696
C -0.2086 -2.2545 2.5408
N -0.9548 -1.9579 1.3120
C -1.7147 -3.0744 0.8721
C -2.3187 -3.9869 1.7558
F -2.2548 -3.8716 3.0939
C -3.0569 -5.0663 1.2933
F -3.6141 -5.8991 2.1824
C -3.2439 -5.2938 -0.0559
F -3.9555 -6.3498 -0.4676
C -2.6555 -4.4190 -0.9541
F -2.7846 -4.6351 -2.2701
C -1.9251 -3.3942 -0.4476
F -3.5387 -0.9023 0.5979
H 0.4570 0.3740 4.6772
H -1.0550 -0.4691 4.2748
H -0.9283 1.2478 3.9776
H 1.8292 0.9325 1.5974
H 1.7825 1.2917 3.3196
H 1.0194 3.1100 1.6403
H 0.0418 2.8917 3.0761
H 1.4431 -1.3604 3.6035
H 1.5565 -1.3113 1.8311
H -0.8489 -2.2192 3.4198
H 0.2198 -3.2602 2.4966
O -2.9137 1.6684 -2.5456
C -2.3444 0.9147 -1.8075
O -1.4810 1.2801 -0.8665
C -2.4868 -0.6111 -1.7846
O -3.1826 -1.2763 -2.4890
O -1.6540 -1.0902 -0.8572
F -5.6513 -1.8000 0.5713
B -4.7865 -1.1188 1.4044
F -2.2952 0.1097 2.3741
F -4.4125 -1.8850 2.5051
F -5.2819 0.1094 1.7900
C -0.2121 -0.3420 -3.9082
Si 0.9487 -1.2281 -2.7101
C 0.4210 -3.0078 -2.3934
C 2.5592 -1.4626 -3.6834
Ge 1.2095 0.0304 -0.6602
Si 3.3448 -0.9023 0.0566
C 4.0906 -0.3681 1.7185
C 3.2637 -2.7830 0.0080
C 4.6793 -0.3446 -1.1560
Si 1.8412 2.2242 -1.4610
C 3.1244 3.0565 -0.3478
C 0.4293 3.4092 -1.7836
C 2.7110 2.0515 -3.1281
H -1.1885 -0.8239 -3.9540
H 0.2123 -0.3801 -4.9152
H -0.3680 0.7105 -3.6638
H -0.3565 -3.3173 -3.0957
H 0.0234 -3.1453 -1.3894
H 1.2737 -3.6808 -2.5137
H 2.2681 -1.9932 -4.5958
H 3.2676 -2.1040 -3.1556
H 3.0656 -0.5447 -3.9802
H 3.5536 -0.7059 2.6035
H 4.1671 0.7215 1.7649
H 5.1063 -0.7691 1.7788
H 2.4490 -3.1896 0.6103
H 4.2001 -3.2252 0.3579
H 3.0943 -3.1160 -1.0178
H 4.8721 0.7240 -1.0458
H 4.4230 -0.5304 -2.1971
H 5.6126 -0.8715 -0.9360
H 2.7543 3.3075 0.6465
H 3.4561 3.9883 -0.8143
H 4.0027 2.4189 -0.2239
H -0.2269 3.5558 -0.9319
H -0.1984 3.0366 -2.5964
H 0.8376 4.3781 -2.0878
H 3.6049 1.4283 -3.0910
H 3.0111 3.0519 -3.4548
H 2.0359 1.6460 -3.8840
*
```

Results of the Löwdin charge analysis, in e, for atoms 1 through 6:
1 W 1.97
2 C -0.04
3 N -0.27
4 C -0.23
5 C -0.21
6 N -0.12

Entry 3:
Here is a cluster of 8 separate species, C28H38F7O26S2 in total from the Open Molecules 2025 dataset. Energies are from the ωB97M-V functional and the def2-TZVPD basis.

Computed properties:
HOMO level: -12.93 eV
LUMO level: -0.0990 Ha
Orbital gap: 10.24 eV

ORCA input file:
```
! wB97M-V def2-TZVPD RIJCOSX def2/J DEFGRID3
* xyz 1 1
C 8.2243 -1.1307 -1.8033
C 7.4709 0.1317 -1.3721
O 6.7484 0.7158 -2.4714
C 5.4269 0.3700 -2.5658
S 4.4166 1.6067 -1.6473
O 4.1257 2.7173 -2.7453
C 2.8691 0.7609 -1.3995
C 2.9925 -0.2473 -0.2349
C 2.0944 -1.4648 -0.3921
C 2.4845 -2.5731 -1.3791
S 1.8134 -2.4036 -3.0273
O 0.7721 -1.4082 -3.0075
O 1.5644 -3.6923 -3.6060
O 3.0531 -1.7842 -3.8720
H 7.7012 -2.0451 -1.5075
H 9.2150 -1.1569 -1.3436
H 8.3517 -1.1287 -2.8900
H 6.7742 -0.0881 -0.5497
H 8.1563 0.8984 -1.0086
H 5.1066 0.4081 -3.6144
H 5.1936 -0.6082 -2.1125
H 3.3558 2.4975 -3.3085
H 2.5074 0.3262 -2.3417
H 2.1566 1.5432 -1.1078
H 4.0374 -0.5529 -0.0634
H 2.6673 0.2778 0.6635
H 1.0660 -1.1518 -0.5899
H 2.0726 -1.9477 0.5906
H 2.0403 -3.5137 -1.0322
H 3.5639 -2.7599 -1.4530
H 3.7247 -1.4288 -3.2810
C -1.8990 -1.2343 1.9533
C -0.8171 -2.2871 1.8557
O 0.3576 -1.5377 2.1266
C 0.0087 -0.4468 2.8716
O 0.7878 0.2661 3.4118
O -1.3290 -0.3078 2.8895
F -0.6948 -2.7922 0.6019
H -2.0311 -0.7322 0.9933
H -2.8505 -1.6183 2.3053
H -0.9040 -3.1047 2.5723
C -5.5428 -2.8293 5.1854
C -5.8768 -4.2874 4.9473
O -5.7878 -4.3933 3.5351
C -4.9342 -3.4391 3.0959
O -4.4674 -3.3931 2.0046
O -4.6751 -2.5461 4.0768
F -7.1294 -4.6033 5.3421
H -6.4305 -2.2056 5.1162
H -5.0309 -2.6401 6.1243
H -5.1795 -4.9968 5.3967
C 0.6331 1.4755 -4.5131
C 0.6725 0.6781 -5.8019
O 1.5651 1.4436 -6.6053
C 2.4062 2.1090 -5.7992
O 3.4134 2.6454 -6.1070
O 1.9384 2.0871 -4.5078
F -0.5324 0.6350 -6.4004
H -0.1252 2.2563 -4.5754
H 0.4794 0.8725 -3.6241
H 1.0632 -0.3345 -5.7065
C -9.7900 -0.1421 6.8136
C -8.7694 -1.2577 6.7316
O -7.5590 -0.5872 7.0116
C -7.8491 0.5158 7.7718
O -7.0467 1.1562 8.3537
O -9.1820 0.7432 7.7563
F -8.6828 -1.8033 5.4900
H -9.8850 0.3608 5.8498
H -10.7664 -0.4601 7.1661
H -8.9109 -2.0623 7.4553
C 0.4892 3.4459 3.2215
C 1.7726 3.7993 2.5019
O 1.9386 2.6805 1.6262
C 0.7091 2.1556 1.3971
O 0.4954 1.3388 0.5507
O -0.1952 2.6559 2.2349
F 2.8388 3.8725 3.3246
H 0.6693 2.8259 4.1005
H -0.1042 4.3146 3.4849
H 1.7129 4.7076 1.9024
C -4.1182 5.5796 1.9010
C -3.5789 6.5515 2.9317
O -2.1911 6.2438 2.9334
C -1.8752 5.7208 1.7230
O -0.7640 5.5653 1.3309
O -2.9884 5.4040 1.0368
F -4.0832 6.3340 4.1634
H -4.3669 4.6260 2.3687
H -4.9681 5.9541 1.3393
H -3.7036 7.6051 2.6776
C 3.8037 -3.4527 -6.7651
C 2.6023 -2.6750 -7.2643
O 2.5707 -3.0056 -8.6299
C 3.1652 -4.2283 -8.7897
O 3.1015 -4.8879 -9.7640
O 3.8256 -4.5668 -7.6526
F 2.7668 -1.3249 -7.1415
H 4.7149 -2.8643 -6.8951
H 3.7139 -3.7903 -5.7373
H 1.6530 -2.9548 -6.8024
*
```

Results of the Löwdin charge analysis, in e, for atoms 1 through 6:
1 C -0.05
2 C -0.22
3 O -0.16
4 C -0.34
5 S 1.21
6 O -0.25

In eV, the E_tot values for the records above are, in order, -110562.23075 -163017.32043 -123573.70967.